47
Properties=species:S:1:pos:R:3:forces:R:3:lowdin_spin:R:1 method="wB97M-V/def2-TZVPD" molar_mass_g_mol=1241.8 energy_ev=-730648.9299 e_homo_ev="-14.1 / -14.0" charge=+2 spin_multiplicity=2 homo_lumo_gap_ev="4.98 / 2.10"
Ag -1.85062 -3.28253 -2.21372 0.4 0.1 -0.2 0.00
Ag -2.53889 -2.67970 1.08194 0.2 0.4 0.8 0.00
B -0.29147 -1.44060 -0.52882 3.3 1.6 2.0 0.00
F -0.53426 -1.28923 -1.84042 -0.3 -0.5 -3.2 0.00
F -1.37256 -0.88583 0.08694 -2.2 1.4 1.5 0.00
F -0.25515 -2.72699 -0.10349 -0.7 -3.3 -0.1 0.00
F 0.92587 -0.88750 -0.12742 -0.8 0.4 -0.4 0.00
Br 3.32537 -4.84551 -2.80218 -0.1 0.5 0.2 0.00
C 3.28110 -3.04679 -2.01786 -0.3 0.1 -0.2 0.00
C 3.01342 -2.00676 -3.12438 0.4 -0.1 0.9 0.00
Br 3.26194 -0.23441 -2.28362 -0.1 0.0 -0.3 0.06
H 4.19230 -2.90790 -1.43603 0.2 0.1 -0.6 0.00
H 2.49561 -3.02773 -1.26238 -0.2 -0.1 -0.3 0.00
H 1.98456 -2.03133 -3.48348 0.2 -0.1 0.0 0.00
H 3.71977 -2.02133 -3.95442 -0.1 -0.2 0.2 0.00
Br -1.65727 3.77947 0.31051 1.1 -1.2 -1.0 0.21
C -0.08295 2.72384 -0.34447 0.9 -0.4 -0.7 0.00
C -0.30450 1.85476 -1.64460 -0.4 2.0 2.6 0.05
Br -0.60241 3.07016 -3.10405 -0.4 0.0 0.0 0.62
H 0.34542 2.03783 0.38627 -0.8 -0.2 0.7 0.00
H 0.74319 3.43151 -0.41376 -0.4 0.3 -0.5 0.00
H -1.15662 1.21950 -1.40284 0.0 -0.2 -0.9 0.00
H 0.62135 1.33958 -1.90050 0.2 -0.4 -0.1 0.02
Br 5.81601 -0.93383 0.97787 0.2 0.2 -0.2 0.02
C 4.35712 -0.41960 2.13143 -0.6 0.0 0.0 0.00
C 3.62026 0.82048 1.57855 0.9 -1.1 -0.2 0.00
Br 2.21906 1.27362 2.86156 0.1 0.2 -0.5 0.00
H 4.72323 -0.32929 3.15413 0.1 0.3 -0.2 0.00
H 3.70796 -1.29488 2.10731 -0.2 0.2 0.1 0.00
H 3.21225 0.54055 0.60733 -0.5 0.0 0.3 0.00
H 4.29774 1.64781 1.36726 -0.2 0.2 0.6 0.00
Br -1.68457 -1.25147 4.35480 -0.6 0.2 -1.1 0.00
C -2.22453 0.38065 3.35300 0.9 1.1 1.0 0.00
C -1.63565 1.60984 4.11963 -0.6 -0.3 0.3 0.00
Br -2.33941 1.85409 6.00039 0.5 -0.3 -1.5 0.00
H -3.30091 0.44793 3.19495 0.1 -0.3 0.6 0.00
H -1.76053 0.34793 2.36724 0.2 -0.2 0.1 0.00
H -1.85485 2.54734 3.60860 -0.4 -0.1 0.0 0.00
H -0.54832 1.56914 4.18394 -0.2 -0.3 0.2 0.00
Br -3.79930 0.41558 -3.97140 -0.1 -0.1 -0.2 0.00
C -4.19994 -0.04699 -2.12769 0.5 0.9 0.1 0.00
C -4.37027 1.30831 -1.34324 0.3 -1.3 0.2 0.00
Br -4.55418 0.88727 0.57615 -0.1 0.0 -0.4 0.00
H -3.31027 -0.60693 -1.83950 0.2 0.5 0.5 0.00
H -4.97560 -0.81274 -2.11913 -0.6 0.8 0.1 0.00
H -5.18018 1.96837 -1.65385 -0.3 -0.6 0.0 0.00
H -3.47822 1.93425 -1.36670 0.1 -0.4 -0.3 0.00



66
Properties=species:S:1:pos:R:3:forces:R:3:lowdin_spin:R:1 method="wB97M-V/def2-TZVPD" molar_mass_g_mol=499.0 energy_ev=-110722.1703 e_homo_ev="-11.6 / -10.7" charge=+1 e_above_lowest_ev=0.9902 spin_multiplicity=6 homo_lumo_gap_ev="8.14 / 6.72"
Cr 0.76772 3.48174 -1.18416 1.8 -2.9 1.6 3.89
Cu 2.26959 1.22162 0.83626 0.2 -0.5 -1.5 0.44
C -1.48997 -0.09312 0.22828 1.1 -0.5 0.6 0.00
C -0.63390 0.53799 -0.86543 -0.7 0.5 -2.4 0.00
O 0.43825 1.39687 -0.61261 0.6 1.3 0.9 0.02
H -2.51768 -0.29793 -0.06736 0.0 0.4 -0.1 0.00
H -1.44735 0.43997 1.17948 -0.2 0.3 -0.1 0.00
H -1.05440 -1.07795 0.42776 -0.1 0.0 0.2 0.00
H -1.27443 1.05441 -1.60267 -0.5 0.3 0.5 0.00
H -0.35185 -0.27775 -1.55158 0.6 -0.3 0.4 0.00
C 3.93704 5.20364 -0.06526 1.2 -0.7 -0.4 0.00
C 3.31025 4.19940 0.90758 -1.4 2.7 0.6 0.00
O 2.34579 3.33388 0.38810 -1.1 -1.2 -1.7 0.03
H 4.72866 5.82979 0.35707 -0.1 -0.3 0.6 0.00
H 3.23233 5.95464 -0.42446 -0.3 -0.5 -0.4 0.00
H 4.49411 4.66167 -0.83907 -0.4 0.2 -0.5 0.00
H 2.72738 4.93530 1.48969 0.2 -0.4 0.9 0.00
H 4.02463 3.74311 1.59380 0.1 -0.4 -0.4 0.00
C 2.78297 -1.45161 -1.59680 0.4 -0.5 -0.8 0.03
C 4.10774 -0.68992 -1.26074 -2.1 -0.5 -0.1 0.04
O 3.82952 0.28944 -0.33112 -0.2 1.0 1.3 0.45
H 3.02854 -2.14986 -2.40263 0.0 -0.1 0.0 0.00
H 1.90188 -0.91245 -1.94611 0.3 0.6 0.2 0.00
H 2.45995 -2.07049 -0.75945 0.1 0.1 0.2 0.00
H 4.60565 -0.28039 -2.14240 -0.2 0.1 -0.2 0.00
H 4.71098 -1.53756 -0.91865 0.5 0.4 0.6 0.01
C -4.69416 -2.81153 -1.67743 0.3 1.3 -0.5 0.00
C -3.86476 -4.06683 -1.66014 0.1 -0.8 0.8 0.00
O -4.67346 -5.22759 -1.58313 -0.1 0.1 -0.1 0.00
O -5.32804 -2.52191 -2.92010 0.3 -0.1 0.0 0.00
H -3.99081 -2.00829 -1.40983 0.1 0.1 -0.2 0.00
H -5.49418 -2.66058 -0.95405 0.1 -1.0 0.3 0.00
H -3.18482 -4.01893 -0.79772 -0.2 0.1 0.3 0.00
H -3.15952 -4.13956 -2.49701 -0.4 0.3 -0.4 0.00
H -4.15819 -5.95561 -1.22687 0.0 0.0 -0.1 0.00
H -4.63887 -2.34339 -3.56752 -0.1 -0.1 -0.1 0.00
C 0.50848 3.56159 -4.21263 0.2 -0.4 0.3 0.00
C 1.94871 3.21210 -3.92704 0.0 1.0 -1.5 0.00
O 2.36317 3.77830 -2.67088 -0.3 -0.8 -0.5 0.03
O -0.24264 3.09178 -3.05237 0.0 0.6 -0.2 0.03
H 0.17980 3.01833 -5.09848 0.0 -0.1 0.0 0.00
H 0.32626 4.62166 -4.39139 0.1 0.1 0.3 0.00
H 2.56918 3.69627 -4.68752 -0.1 -0.1 -0.2 0.00
H 2.09707 2.13868 -4.05498 0.0 -0.1 0.8 0.00
H 3.24791 3.39743 -2.56851 0.0 0.4 0.9 0.00
H -1.17877 3.12473 -3.28508 -0.1 -0.1 0.4 0.00
C -2.97280 -3.44052 2.99174 -0.2 -0.1 -2.1 0.00
C -3.17207 -2.76952 4.32013 1.7 -1.9 0.9 0.00
O -3.49791 -3.69227 5.37242 -0.7 0.1 -0.4 0.00
O -1.96682 -4.46010 2.84077 0.0 -0.1 1.4 0.00
H -2.60831 -2.72825 2.24015 -0.8 0.8 0.3 0.00
H -3.92875 -3.86334 2.66437 -0.1 0.1 0.0 0.00
H -3.98341 -2.05562 4.22389 0.2 0.3 0.1 0.00
H -2.19211 -2.40295 4.64319 -0.2 1.1 -0.3 0.00
H -3.00942 -4.51018 5.22908 0.1 0.1 -0.1 0.00
H -2.09565 -4.80386 1.95442 0.1 -0.2 0.0 0.00
C 0.87915 -0.62311 2.94867 -0.8 -1.3 -0.3 0.00
C 0.76521 0.70648 3.64029 0.0 1.3 0.2 0.00
O 1.10018 1.78840 2.76327 0.0 -0.4 -1.0 0.01
O 1.80875 -0.73447 1.85254 0.2 0.8 1.1 0.01
H -0.07283 -0.93746 2.51520 -0.3 0.5 0.1 0.00
H 1.02915 -1.37161 3.73227 0.6 0.0 -0.1 0.00
H 1.34956 0.86877 4.54693 0.3 -0.7 0.0 0.00
H -0.28326 0.79184 3.94014 0.0 0.0 0.0 0.00
H 1.32634 2.58313 3.25263 0.0 0.0 0.1 0.00
H 1.95923 -1.67648 1.73307 0.3 0.1 -0.3 0.00



8
Properties=species:S:1:pos:R:3:forces:R:3:nbo_charge:R:1 method="wB97M-V/def2-TZVPD" molar_mass_g_mol=77.0 energy_ev=-8714.4861 e_homo_ev=-10.0 e_above_lowest_ev=2.4806 smiles="O=NO.C=O" homo_lumo_gap_ev=9.94
O -3.09763 0.38721 0.61827 2.1 -1.2 -1.7 -0.29
N -1.98545 0.35404 0.17050 -0.6 1.3 1.3 0.32
O -1.59555 -0.76369 -0.52900 -2.2 -0.2 0.5 -0.54
H -0.63744 -0.67079 -0.56103 0.7 0.2 0.1 0.50
C 1.83451 0.18073 0.10916 0.4 -0.6 -0.8 0.29
O 1.12294 -0.79828 -0.01482 1.2 0.7 0.2 -0.53
H 3.00305 0.13996 0.18225 -1.9 -0.2 0.1 0.13
H 1.35557 1.17081 0.02466 0.4 0.1 0.3 0.13



45
Properties=species:S:1:pos:R:3:forces:R:3:nbo_charge:R:1 method="wB97M-V/def2-TZVPD" molar_mass_g_mol=426.5 energy_ev=-56873.2577 e_homo_ev=-9.1 e_above_lowest_ev=4.6107 smiles="CCCS/C(Nc1cccc(C(F)(F)F)c1)=C(/C#N)S(=O)(=O)c1ccccc1" homo_lumo_gap_ev=8.37
C 3.06774 1.52333 1.70270 -3.0 -0.3 0.8 -0.60
C 3.60708 1.21481 0.33262 0.1 -0.4 -0.2 -0.44
C 2.81973 1.68973 -0.90315 -0.5 -0.5 1.1 -0.49
S 1.64204 0.40175 -1.53484 1.2 -0.3 -0.9 0.31
C 0.62812 0.07258 -0.16646 -0.7 -0.2 1.2 0.15
N 0.04254 1.19280 0.40493 0.6 -0.5 -1.2 -0.63
C -0.68143 2.09331 -0.38802 -1.3 1.7 -0.6 0.22
C -1.16303 1.89487 -1.69826 -0.1 -0.4 0.9 -0.22
C -1.96695 2.84043 -2.30769 0.5 -1.1 1.2 -0.21
C -2.46422 3.92081 -1.67833 0.9 2.2 3.4 -0.18
C -2.03556 4.24662 -0.34524 1.8 -3.3 -2.8 -0.11
C -2.54043 5.46527 0.35188 1.8 -0.8 0.4 0.96
F -3.48080 5.03160 1.19745 -0.9 1.0 0.1 -0.31
F -2.94504 6.45978 -0.45953 -0.5 -0.8 0.5 -0.31
F -1.53812 5.98431 1.10919 -0.4 0.2 0.1 -0.33
C -1.08348 3.29144 0.21895 -1.5 2.4 0.4 -0.23
C 0.35837 -1.17782 0.36694 1.1 0.1 -2.2 -0.52
C -0.52514 -1.31761 1.45177 -0.9 0.0 2.0 0.24
N -1.15817 -1.29032 2.43380 0.8 -0.2 -1.7 -0.28
S 1.12520 -2.64438 -0.45241 2.3 -1.7 0.0 2.14
O 2.39411 -3.01869 0.17540 -1.7 0.7 0.6 -0.92
O 1.31590 -2.48108 -1.88389 -1.8 0.4 0.9 -0.90
C -0.03360 -4.01788 -0.12604 -0.9 -0.8 1.7 -0.35
C -0.90848 -4.52699 -1.04594 -1.0 -1.4 0.3 -0.16
C -1.61528 -5.74181 -0.81239 2.1 2.0 4.1 -0.22
C -1.63998 -6.35372 0.48933 0.5 0.8 -0.9 -0.16
C -0.90310 -5.81043 1.54449 1.1 2.4 -4.2 -0.22
C -0.09391 -4.70675 1.09388 3.8 0.5 3.7 -0.15
H 2.35691 2.45083 1.69379 1.6 -1.4 0.3 0.20
H 2.41667 0.63436 1.94410 0.3 1.1 0.4 0.20
H 3.86061 1.54392 2.48259 -0.6 0.3 -0.6 0.22
H 3.76003 0.11406 0.29078 0.4 0.8 -0.3 0.23
H 4.52287 1.74607 0.40834 1.4 0.1 -1.0 0.21
H 3.49667 1.99810 -1.69664 -0.2 -0.6 -0.4 0.25
H 2.21756 2.54709 -0.68289 -0.3 0.7 0.3 0.22
H -0.25938 1.11820 1.34631 -0.4 -0.2 0.8 0.42
H -1.12551 0.95246 -2.21371 0.7 -0.2 0.0 0.23
H -2.37255 2.57370 -3.21218 -0.7 -0.4 -2.2 0.21
H -3.12389 4.61047 -2.11732 -0.9 0.5 -0.9 0.22
H -0.72326 3.56518 1.21152 0.1 -0.4 -0.1 0.22
H -1.09008 -3.95719 -1.89852 -0.1 0.4 -1.9 0.22
H -2.08582 -6.14372 -1.60002 -2.0 -1.5 -2.5 0.21
H -2.14937 -7.27221 0.70503 -0.5 -0.3 -0.4 0.22
H -0.75356 -6.29102 2.46748 0.0 -0.2 1.0 0.23
H 0.82797 -4.42625 1.80019 -2.3 -0.4 -1.2 0.23